[1]
208
Properties=species:S:1:pos:R:3:lowdin_charge:R:1 method="wB97M-V/def2-TZVPD" molar_mass_g_mol=1375.58 e_homo_ha=-0.3456 orbital_gap_ev=9.5
C -11.93730 -15.41224 14.24847 0.03
C -13.44094 -15.43399 14.62529 -0.53
O -13.91259 -15.37554 15.74962 0.01
N -14.22496 -15.47580 13.53316 0.03
C -15.66265 -15.20188 13.47734 -0.05
H -11.92482 -15.17664 13.20416 0.04
H -11.41394 -16.39445 14.40339 0.10
H -11.50711 -14.63482 14.84642 0.07
H -13.76970 -15.11723 12.72659 0.07
H -16.24479 -15.91488 14.02573 0.06
H -16.00232 -15.24856 12.43100 0.09
H -15.96502 -14.18688 13.86255 0.09
C -22.35176 -18.57835 21.06053 -0.01
C -22.63606 -17.74339 19.86135 -0.54
O -23.73404 -17.23635 19.64612 0.02
N -21.58914 -17.50309 18.98327 0.00
C -21.85193 -16.73017 17.81414 -0.08
H -21.39665 -19.16580 20.84991 0.10
H -23.17944 -19.33873 21.19430 0.11
H -22.21965 -17.85913 21.90845 0.09
H -20.63667 -17.71751 19.31773 0.11
H -20.94297 -16.71602 17.25698 0.06
H -21.98131 -15.65490 18.07575 0.09
H -22.74190 -17.13028 17.37854 0.09
C -20.91103 -9.94126 22.19712 0.02
C -20.48261 -11.01920 21.25023 -0.47
O -20.33292 -12.19874 21.62397 -0.03
N -20.29582 -10.62838 19.93435 0.03
C -20.28506 -9.30239 19.42218 -0.08
H -21.64242 -10.26012 22.90369 0.07
H -21.26380 -9.04292 21.68992 0.07
H -20.07536 -9.62441 22.81417 0.09
H -19.80722 -11.32246 19.42161 0.07
H -19.69405 -8.67294 20.11947 0.10
H -21.30555 -8.90241 19.28448 0.10
H -19.71681 -9.30470 18.49425 0.07
C -16.02168 -9.37828 18.97947 0.02
C -15.89503 -8.43838 17.81752 -0.47
O -16.81776 -7.67093 17.51814 -0.01
N -14.75447 -8.65173 17.02530 0.05
C -14.63828 -8.08048 15.67067 -0.07
H -16.85277 -10.05733 18.80210 0.08
H -16.14144 -8.72787 19.85867 0.10
H -15.09574 -9.91857 19.14420 0.07
H -14.18066 -9.44533 17.14979 0.04
H -14.76739 -7.02225 15.64940 0.07
H -15.43448 -8.45697 14.92396 0.06
H -13.63662 -8.23988 15.29877 0.08
C -17.90711 -17.51296 19.20927 0.00
C -16.58946 -16.88372 19.43284 -0.53
O -16.40957 -15.74877 19.94016 -0.01
N -15.51444 -17.61558 19.02093 0.05
C -14.08227 -17.14436 19.01441 -0.02
H -17.81263 -18.42246 18.62533 0.09
H -18.60088 -16.81504 18.72565 0.07
H -18.34726 -17.71462 20.18352 0.06
H -15.65921 -18.47090 18.53816 0.11
H -13.49663 -17.92711 18.50625 0.09
H -13.67236 -17.08609 20.04188 0.07
H -13.90738 -16.20802 18.48466 0.06
C -13.55789 -11.71542 15.38639 0.01
C -13.15914 -11.79868 16.78370 -0.57
O -12.84174 -10.74304 17.38329 -0.01
N -13.23692 -12.97781 17.34234 0.03
C -12.84434 -13.13218 18.67894 -0.06
H -14.48184 -11.11850 15.29384 0.09
H -13.58439 -12.68921 14.95191 0.05
H -12.76519 -11.05930 14.88290 0.12
H -13.61713 -13.76023 16.81860 0.09
H -13.36508 -14.03166 19.02038 0.07
H -13.11691 -12.20380 19.24952 0.09
H -11.75065 -13.29061 18.80918 0.11
C -20.77991 -19.10586 15.41484 0.00
C -19.45007 -19.32197 14.63498 -0.55
O -18.52662 -18.59913 14.49589 0.08
N -19.34618 -20.64144 14.23637 -0.03
C -18.37120 -21.23070 13.36548 -0.09
H -20.67782 -19.49588 16.42693 0.08
H -21.67734 -19.51737 14.86031 0.10
H -20.90797 -18.04790 15.59367 0.04
H -20.05132 -21.28835 14.51486 0.11
H -18.64692 -22.23538 13.08790 0.08
H -17.35294 -21.29822 13.81754 0.09
H -18.27386 -20.62109 12.46881 0.08
C -21.64109 -12.13848 15.47324 0.03
C -20.68941 -13.07364 14.75595 -0.49
O -19.48472 -13.11347 14.94863 0.03
N -21.35437 -13.96147 13.87935 0.00
C -20.62676 -14.91165 13.10031 -0.08
H -22.73656 -12.37370 15.26109 0.10
H -21.39957 -11.13100 15.16587 0.08
H -21.44982 -12.37322 16.52182 0.07
H -22.35860 -13.99260 13.86900 0.12
H -21.36915 -15.56271 12.63138 0.09
H -20.01618 -15.53863 13.78829 0.09
H -19.99052 -14.48208 12.39106 0.06
C -11.39072 -11.60852 11.71381 0.01
C -12.64149 -12.37545 11.54282 -0.58
O -12.72610 -13.57977 11.71441 0.01
N -13.68182 -11.69619 11.08365 0.04
C -14.94954 -12.41699 10.88153 -0.02
H -11.63784 -10.56859 11.83765 0.08
H -10.80512 -11.69176 10.82059 0.09
H -10.81533 -11.97041 12.54610 0.08
H -13.58531 -10.75235 10.72853 0.10
H -15.37340 -12.63799 11.86295 0.07
H -14.67007 -13.33730 10.40317 0.08
H -15.61520 -11.75767 10.33935 0.07
C -16.21019 -17.84796 22.77448 0.01
C -14.91338 -17.17983 23.14427 -0.54
O -14.20296 -17.59189 24.02878 0.06
N -14.60489 -16.03456 22.41127 0.02
C -13.24635 -15.38841 22.44238 -0.03
H -17.01543 -17.28080 23.20679 0.05
H -16.28833 -18.91379 23.11576 0.11
H -16.41338 -17.88354 21.70101 0.05
H -15.15129 -15.88226 21.58180 0.06
H -12.51474 -16.00922 21.96013 0.06
H -12.96601 -15.10953 23.45857 0.09
H -13.40736 -14.56992 21.75366 0.06
C -25.73700 -14.68339 17.81097 0.01
C -24.65308 -13.61907 18.05972 -0.54
O -24.56848 -12.55272 17.51590 0.04
N -23.79707 -13.93526 19.08535 0.02
C -22.73019 -13.02408 19.42128 -0.08
H -25.76381 -14.95118 16.77604 0.06
H -26.67120 -14.12409 17.96033 0.09
H -25.70205 -15.58342 18.45234 0.08
H -23.72164 -14.87675 19.41218 0.08
H -23.05442 -12.04238 19.07848 0.09
H -21.80768 -13.27398 18.88104 0.05
H -22.57554 -12.87720 20.48869 0.07
C -16.30131 -9.05786 8.86939 0.01
C -15.46318 -8.67893 10.11622 -0.47
O -14.27111 -8.85600 10.09357 0.03
N -16.18781 -8.15459 11.27459 0.03
C -15.49654 -7.79585 12.52195 -0.09
H -16.52101 -10.10923 8.88264 0.05
H -15.64883 -9.06524 8.02552 0.07
H -17.24913 -8.50768 8.71975 0.09
H -17.18131 -8.01651 11.20934 0.11
H -16.28206 -7.42347 13.22283 0.06
H -14.62449 -7.11544 12.49300 0.10
H -15.09551 -8.68438 13.00434 0.05
C -19.63899 -16.08007 23.92872 0.03
C -19.81533 -16.15360 22.40381 -0.51
O -19.55222 -17.23322 21.81007 -0.03
N -20.04857 -15.00461 21.79751 0.06
C -19.88669 -14.91264 20.36803 -0.06
H -20.06784 -17.00113 24.27101 0.08
H -20.11145 -15.22968 24.35925 0.06
H -18.59109 -16.11431 24.11768 0.06
H -20.03113 -14.12253 22.28933 0.10
H -20.12643 -15.90644 19.98880 0.06
H -18.85786 -14.73437 20.10692 0.06
H -20.57196 -14.16229 19.97508 0.05
C -18.32712 -9.71578 15.25639 0.03
C -18.40100 -8.47002 14.45737 -0.54
O -18.88027 -8.43565 13.33831 0.01
N -18.01244 -7.30809 15.07003 0.01
C -18.17357 -6.05172 14.49083 -0.10
H -17.28686 -10.12362 15.24767 0.10
H -19.02573 -10.47308 14.87437 0.06
H -18.55517 -9.43289 16.31427 0.09
H -17.65316 -7.37117 16.00791 0.07
H -18.99926 -6.02140 13.75338 0.11
H -17.26403 -5.61880 14.15009 0.07
H -18.49982 -5.32854 15.21273 0.08
C -20.17445 -10.86235 11.98776 -0.09
C -18.82804 -11.48952 12.28139 -0.10
O -18.42099 -12.04037 10.98301 0.02
C -19.19062 -11.49555 9.99700 -0.63
O -18.98428 -11.78299 8.88859 0.18
O -20.09067 -10.71995 10.56259 0.08
H -20.18909 -9.90202 12.55522 0.11
H -21.09104 -11.42109 12.16855 0.13
H -18.78374 -12.32536 12.97432 0.10
H -18.12936 -10.74747 12.59140 0.10
C -17.25516 -13.05030 21.36724 -0.11
C -16.96706 -12.81746 22.85448 -0.06
O -15.59340 -12.23224 22.83086 0.04
C -15.10691 -12.11419 21.54944 -0.53
O -14.05925 -11.62894 21.26327 0.14
O -16.05608 -12.60892 20.66868 0.03
H -18.20567 -12.57442 21.08655 0.10
H -17.35679 -14.14179 21.26205 0.09
H -16.86129 -13.77786 23.35403 0.11
H -17.61617 -12.29287 23.51625 0.11
C -24.42973 -14.73675 23.14589 -0.18
C -23.42609 -13.77195 23.55621 -0.09
O -24.09854 -12.44641 23.32271 0.05
C -25.42754 -12.67222 23.14740 -0.52
O -26.26572 -11.84526 22.98488 0.17
O -25.69333 -14.06569 23.20016 0.03
H -24.53689 -15.73004 23.64868 0.15
H -24.29244 -15.06829 22.09413 0.13
H -22.50653 -13.84152 22.96280 0.11
H -23.19547 -13.82573 24.62030 0.13
C -16.64498 -13.76111 17.06241 -0.15
C -17.52310 -14.91556 16.62561 -0.04
O -18.74051 -14.58867 17.36765 0.06
C -18.70812 -13.32190 17.64078 -0.60
O -19.58994 -12.72888 18.20009 0.10
O -17.55047 -12.73043 17.23217 0.08
H -15.96602 -13.48622 16.23726 0.12
H -16.02900 -14.00030 17.92114 0.12
H -17.31136 -15.90556 17.05392 0.13
H -17.71324 -14.82353 15.57849 0.10

***

[2]
199
Properties=species:S:1:pos:R:3:lowdin_charge:R:1 method="wB97M-V/def2-TZVPD" molar_mass_g_mol=1240.87 e_homo_ha=-0.5015 orbital_gap_ev=6.6 total_charge=+5
C -5.03662 -9.89232 -13.12677 -0.03
C -5.04716 -11.27507 -12.30887 -0.14
N -6.11921 -11.46039 -11.34079 -0.06
C -7.44458 -11.80940 -11.67831 0.02
C -8.18429 -12.00262 -10.48717 0.02
N -7.27273 -11.74039 -9.46050 -0.12
C -6.07714 -11.28342 -9.97154 0.06
C -7.60616 -11.94727 -8.09616 -0.01
H -5.84377 -9.95004 -13.85703 0.07
H -4.07250 -9.68517 -13.59117 0.08
H -5.31670 -8.98827 -12.58607 0.07
H -4.15682 -11.36710 -11.68683 0.12
H -5.11027 -12.09086 -13.02900 0.13
H -7.80957 -12.03609 -12.66917 0.13
H -9.25335 -12.13809 -10.41527 0.14
H -5.25367 -10.96227 -9.35093 0.17
H -8.23605 -11.12785 -7.74991 0.11
H -6.71142 -12.16328 -7.51230 0.11
H -8.19844 -12.85711 -7.99873 0.11
C -16.53287 -9.53443 -0.06580 -0.08
C -15.72322 -10.09080 1.12020 -0.20
C -16.80320 -10.32918 2.22989 -0.08
N -16.28355 -11.28328 3.38285 -0.22
C -14.91406 -10.95386 3.97892 0.03
C -16.35161 -12.78837 2.89871 -0.04
C -16.82685 -13.66578 4.11887 -0.14
C -17.25239 -12.69481 5.15943 -0.19
C -17.28692 -11.40513 4.49621 -0.15
H -17.45064 -10.11363 -0.16747 0.08
H -16.10552 -9.48421 -1.06727 0.08
H -16.94375 -8.52579 -0.02194 0.09
H -15.12285 -9.33348 1.62430 0.10
H -15.01076 -10.90819 1.00901 0.10
H -17.70160 -10.82734 1.86545 0.12
H -17.04076 -9.33191 2.60018 0.14
H -14.74945 -11.50922 4.90228 0.11
H -14.97139 -9.94324 4.38320 0.11
H -14.09446 -10.92030 3.26113 0.10
H -15.34986 -13.05209 2.55951 0.12
H -17.00753 -12.93195 2.04007 0.13
H -16.16610 -14.34808 4.65363 0.12
H -17.66380 -14.29267 3.81126 0.12
H -16.49161 -12.63372 5.93762 0.12
H -18.21358 -13.04731 5.53352 0.14
H -17.15620 -10.56012 5.17221 0.15
H -18.17576 -11.29042 3.87580 0.14
C -3.33003 -20.47886 -12.53166 -0.11
C -4.64213 -20.08242 -13.14999 -0.22
C -5.98804 -20.66413 -12.52673 -0.04
N -7.26797 -20.10504 -13.27625 -0.20
C -7.44278 -18.53352 -13.31908 0.06
C -8.51435 -20.75989 -12.66574 -0.13
C -9.59764 -20.74154 -13.69354 -0.18
C -8.79730 -21.23126 -14.83594 -0.18
C -7.43274 -20.57047 -14.77127 -0.07
H -3.21823 -20.16074 -11.49512 0.08
H -2.47709 -20.04296 -13.05185 0.09
H -3.14817 -21.55350 -12.54465 0.09
H -4.43387 -20.59619 -14.08849 0.11
H -4.71754 -19.01254 -13.34432 0.10
H -6.19450 -20.35690 -11.50151 0.13
H -6.02032 -21.74490 -12.66459 0.13
H -8.34685 -18.32079 -13.88960 0.10
H -6.53404 -18.06294 -13.69437 0.09
H -7.63138 -18.31984 -12.26700 0.10
H -8.94213 -20.29631 -11.77681 0.14
H -8.27289 -21.80206 -12.45678 0.14
H -10.09864 -19.78953 -13.86900 0.12
H -10.34958 -21.48580 -13.43132 0.14
H -9.19817 -20.94012 -15.80684 0.13
H -8.91047 -22.31413 -14.78411 0.13
H -7.26674 -19.72639 -15.44065 0.13
H -6.72767 -21.31731 -15.13626 0.13
C -15.44495 -7.99729 -9.77094 -0.09
C -15.72353 -9.16760 -10.71575 -0.24
C -17.20731 -9.69985 -10.72137 -0.09
N -17.45985 -10.76764 -11.82739 -0.23
C -16.40243 -11.93138 -11.83111 0.06
C -18.96490 -11.15696 -11.83712 -0.06
C -19.26519 -11.44000 -13.29670 -0.13
C -18.03321 -10.91717 -14.12766 -0.15
C -17.25207 -10.03170 -13.20317 -0.10
H -15.84338 -8.26074 -8.79117 0.08
H -15.99331 -7.13095 -10.14088 0.09
H -14.40866 -7.90067 -9.44709 0.08
H -15.07568 -10.01258 -10.48251 0.09
H -15.26928 -8.88267 -11.66473 0.10
H -17.97228 -8.93625 -10.58056 0.14
H -17.29070 -10.30574 -9.81912 0.13
H -16.54608 -12.49163 -10.90721 0.11
H -15.39225 -11.52214 -11.81776 0.09
H -16.54203 -12.57703 -12.69813 0.10
H -18.91731 -12.03849 -11.19779 0.14
H -19.49643 -10.22473 -11.64602 0.14
H -19.47381 -12.48824 -13.51066 0.12
H -20.19193 -10.96104 -13.61269 0.12
H -17.36463 -11.68503 -14.51688 0.11
H -18.37355 -10.38877 -15.01820 0.13
H -16.23780 -9.73190 -13.46678 0.13
H -17.80491 -9.11133 -13.01505 0.14
C -22.49925 -17.54586 2.32924 -0.06
C -22.53823 -18.46093 1.06763 -0.24
C -21.21104 -18.50725 0.28436 -0.10
N -21.26504 -19.32839 -1.05540 -0.23
C -22.41332 -18.88532 -1.96049 0.03
C -21.37529 -20.89406 -0.85702 -0.06
C -20.55817 -21.55136 -2.01380 -0.14
C -19.63409 -20.43977 -2.51576 -0.16
C -19.91750 -19.08263 -1.85329 -0.06
H -23.49331 -17.73070 2.73640 0.08
H -22.55085 -16.51063 1.99200 0.08
H -21.62384 -17.81442 2.92054 0.08
H -23.24240 -18.03884 0.35063 0.10
H -22.93218 -19.42984 1.37443 0.11
H -20.54410 -19.14578 0.86364 0.12
H -20.83687 -17.51823 0.01993 0.14
H -23.36294 -19.25930 -1.57779 0.10
H -22.23044 -19.39664 -2.90558 0.11
H -22.29603 -17.80169 -1.95119 0.12
H -22.39781 -21.27101 -0.87847 0.13
H -20.95154 -21.21413 0.09488 0.13
H -21.27152 -21.77717 -2.80641 0.10
H -20.06665 -22.50359 -1.81441 0.12
H -19.73666 -20.37340 -3.59889 0.11
H -18.57686 -20.59040 -2.29742 0.12
H -19.90574 -18.20318 -2.49713 0.14
H -19.16833 -18.95042 -1.07267 0.12
C -21.02493 -19.78991 -9.25323 -0.08
C -21.49477 -21.24602 -9.69153 -0.19
C -23.07022 -21.28366 -9.62608 -0.11
N -23.51224 -22.61361 -10.23741 -0.26
C -23.08034 -22.77829 -11.71726 0.04
C -23.05489 -23.84587 -9.42285 -0.08
C -24.16681 -24.84802 -9.74438 -0.13
C -25.52449 -23.99051 -9.85509 -0.11
C -25.07763 -22.56307 -10.17355 -0.09
H -21.17942 -19.40277 -8.24608 0.08
H -21.43938 -19.06481 -9.95363 0.07
H -19.98520 -19.62794 -9.53752 0.07
H -21.12026 -21.95217 -8.95045 0.10
H -21.06812 -21.60729 -10.62723 0.10
H -23.50874 -20.50608 -10.25152 0.14
H -23.36524 -21.34451 -8.57853 0.13
H -22.13644 -23.31010 -11.83695 0.11
H -22.97483 -21.79268 -12.17062 0.11
H -23.90506 -23.32922 -12.16936 0.11
H -22.00524 -24.11952 -9.52993 0.14
H -23.33227 -23.42371 -8.45696 0.13
H -24.01103 -25.37614 -10.68508 0.11
H -24.18095 -25.65604 -9.01294 0.12
H -26.24868 -24.47430 -10.51052 0.12
H -25.90707 -23.97118 -8.83462 0.11
H -25.54866 -22.24605 -11.10399 0.14
H -25.48362 -21.93258 -9.38250 0.13
C -7.90846 -13.22060 1.01002 -0.07
C -7.18557 -13.91097 2.20439 -0.24
C -7.30303 -15.39900 2.32503 -0.09
N -6.15028 -16.17693 3.10248 -0.22
C -4.76676 -16.23313 2.38993 0.03
C -6.48933 -17.64411 3.39954 -0.12
C -7.50127 -17.69858 4.54373 -0.12
C -7.06552 -16.42956 5.36309 -0.13
C -6.04449 -15.59804 4.57963 -0.06
H -7.89889 -13.79850 0.08587 0.08
H -7.69240 -12.15729 0.90614 0.08
H -8.93031 -13.15355 1.38342 0.07
H -7.54817 -13.48084 3.13799 0.11
H -6.15911 -13.55740 2.10701 0.11
H -7.33766 -15.91021 1.36297 0.13
H -8.24235 -15.74880 2.75328 0.13
H -4.31226 -15.24311 2.42716 0.10
H -4.93777 -16.68429 1.41254 0.11
H -4.04351 -16.84784 2.92580 0.10
H -5.59637 -18.11114 3.81498 0.13
H -6.76987 -18.07872 2.44011 0.14
H -7.35083 -18.65099 5.05205 0.12
H -8.54984 -17.61046 4.25938 0.11
H -6.65656 -16.65002 6.34912 0.13
H -7.96835 -15.81887 5.37069 0.11
H -5.07039 -16.02036 4.82636 0.12
H -6.06106 -14.51089 4.65664 0.13
N -22.57235 -12.50320 -2.11717 -0.28
S -21.13777 -12.29799 -2.93509 0.60
O -19.93660 -12.75291 -2.22556 -0.33
O -21.04914 -11.27292 -3.97461 -0.29
F -21.36312 -13.57464 -3.93697 -0.26
S -22.42696 -11.48236 -1.06164 0.38
O -22.06065 -10.12685 -1.39852 -0.29
O -22.13933 -11.88570 0.33300 -0.34
F -23.96448 -11.21375 -0.91880 -0.20
N -13.09418 -14.89345 -7.46634 -0.27
S -12.67553 -16.32966 -7.53446 0.39
O -13.72899 -17.33056 -7.44879 -0.30
O -11.35129 -16.67568 -6.97755 -0.33
F -12.42728 -16.33529 -9.10915 -0.23
S -13.58815 -15.04765 -5.86096 0.56
O -12.51278 -15.10873 -4.87524 -0.30
O -14.83435 -15.64646 -5.53160 -0.27
F -14.01775 -13.47040 -5.60082 -0.25